Below is C40H38N7O4Tl as an isolated structure, with properties calculated with ωB97M-V with the def2-TZVPD basis set.

molar mass	885.2	g mol⁻¹
net charge	+2
frontier orbital gap	5.3	eV
F_max	0.7	eV/A
electronic energy	-2403.1489	a.u.

The geometry in XYZ format:
```
90
Properties=species:S:1:pos:R:3:forces:R:3:mulliken_charge:R:1
Tl -0.145938 -0.934659 -0.606754 0.3310 -0.1444 0.1542 2.52
O 0.431590 -2.398784 1.120173 0.0863 -0.0023 -0.0310 -0.96
O -5.440707 1.777981 -4.450858 -0.2572 0.0636 0.0036 -0.67
O -5.333468 3.626113 -3.088217 -0.2650 0.0089 -0.1341 -0.67
O 1.165567 0.490932 0.216520 -0.2964 0.2530 -0.1224 -0.53
N -2.143810 0.537713 -0.957291 0.2295 0.2577 0.5632 -0.06
N 0.184834 1.424597 3.325991 -0.1862 0.1320 0.0481 0.29
N 1.204761 -2.542884 -1.632777 -0.1049 0.0484 -0.2847 -0.09
N -1.944617 -2.219393 -0.884660 -0.0227 0.0527 -0.0835 0.03
N 0.368218 0.111842 -2.666944 -0.0237 -0.3768 -0.1583 0.08
N 0.159769 -2.737433 4.108736 -0.3100 0.2584 0.0024 -0.01
N -0.496489 2.191972 0.705805 0.1002 0.2616 0.1100 0.61
C -0.448210 -0.426650 4.802974 -0.0530 -0.0485 -0.0119 -0.68
C -1.395766 4.169030 -0.061512 -0.1967 0.0952 0.1051 -0.96
C -3.023998 -0.161124 -1.635494 -0.2147 -0.3317 -0.5380 1.08
C 1.944985 2.685601 0.539269 0.0063 0.0776 -0.0197 -1.32
C -2.243196 1.902053 -0.996555 0.3332 -0.0452 0.1339 1.05
C -4.023113 1.792447 -2.606048 -0.0809 0.3254 0.4074 -0.59
C 0.784151 1.309147 -2.668672 -0.0808 0.2266 0.2263 -1.44
C -0.136361 2.722490 3.043950 0.0756 -0.3316 0.4308 -0.86
C -3.031445 -1.649100 -1.422404 0.0780 0.2854 -0.0380 0.58
C 1.311569 -1.746900 -4.014536 0.0292 0.0375 0.0893 -0.58
C -0.109137 4.575975 -0.966618 0.1279 -0.2142 -0.0732 1.86
C 2.303598 -2.900538 -1.087150 0.0119 -0.1273 0.2052 -0.18
C -3.222240 2.536470 -1.731474 -0.2911 0.0871 -0.3520 -1.09
C -1.430933 2.700601 -0.115338 -0.2245 -0.1223 -0.0096 -0.61
C -2.971869 -4.351342 -0.934007 0.0492 -0.0248 0.0325 -1.10
C 3.943153 -3.253911 0.640163 0.0819 -0.0666 -0.1201 -0.68
C 2.638867 -2.887870 0.329486 0.0052 0.0523 -0.1994 0.05
C 0.848410 1.800340 -0.028176 0.1211 -0.3370 -0.1544 2.07
C -1.898918 -3.534622 -0.639729 -0.0485 0.0987 -0.0455 -0.22
C 0.688590 4.851342 0.367504 -0.0585 -0.1061 -0.0430 -0.13
C 0.397873 3.473675 -1.864966 -0.2200 0.3567 0.0398 -1.83
C 0.714747 2.221212 -1.515561 0.0351 -0.2424 0.0645 0.80
C 5.809055 -3.975927 2.196132 -0.1102 0.0006 -0.0189 -1.60
C -0.151032 -1.383736 3.637816 0.0775 -0.0743 0.1068 -0.06
C 4.374093 -3.602887 1.918629 0.1229 0.0177 0.0102 -0.09
C 1.646077 -2.768172 1.354283 -0.1085 -0.0410 -0.1565 0.96
C -4.140292 -2.413989 -1.730839 -0.1589 -0.0805 -0.0135 -1.04
C 2.059811 -3.245940 2.637736 -0.0310 0.0205 0.1887 0.56
C 1.015693 -2.891975 -3.055402 0.0166 0.1011 0.1316 -1.15
C 0.302350 -0.611972 -3.946763 0.0250 0.0295 0.1607 -1.13
C 1.164831 -3.456141 3.735956 0.2366 -0.1457 -0.0716 -0.67
C -5.097064 2.489332 -3.508986 0.6431 0.1131 -0.0014 0.34
C 0.357414 0.859843 4.648560 0.0206 0.0561 -0.1118 -0.87
C 3.384732 -3.675994 2.868813 0.0024 -0.0727 0.1102 -0.68
C -0.578981 4.481039 1.221495 0.0517 0.0498 -0.1059 -0.70
C 1.896018 4.010658 0.646527 0.0043 -0.0174 -0.0585 -1.33
C -0.415726 3.142942 1.819329 0.1016 -0.0883 -0.4037 -0.18
C -3.922150 0.433969 -2.550112 0.2603 -0.6528 0.0631 -1.16
C -0.390008 5.835818 -1.762276 0.0015 0.0600 -0.0074 -1.77
C -4.105814 -3.779184 -1.488258 -0.0985 -0.0115 -0.0375 -0.59
H -0.882434 6.588204 -1.145231 0.0356 -0.0051 -0.0053 0.50
H -4.966706 -4.389966 -1.728191 0.0165 0.0115 0.0111 0.47
H -3.420553 3.599102 -1.656448 0.0119 -0.0331 -0.1544 0.78
H 1.353204 -4.319290 4.370324 0.0395 0.0102 -0.0354 0.52
H 0.036362 1.589199 5.390114 -0.0082 0.0346 -0.0094 0.51
H 3.054262 -3.376368 -1.725778 0.0323 0.0143 0.0395 0.45
H 4.655682 -3.325548 -0.178218 -0.0240 0.0065 0.0286 0.51
H 2.317473 -1.359958 -3.829220 0.0040 -0.0105 -0.0468 0.26
H 0.552017 6.257936 -2.120922 -0.0333 -0.0198 -0.0280 0.43
H -0.708349 -1.019366 -4.041925 -0.0269 0.0420 -0.0006 0.27
H -0.190415 -0.884946 5.760992 0.0042 -0.0107 -0.0208 0.44
H 1.642866 -3.751520 -3.295520 0.0439 -0.0129 -0.0165 0.63
H 0.322401 0.826388 2.527916 0.1337 -0.0086 -0.0225 -0.21
H 0.398445 3.704692 -2.928043 -0.0125 0.0538 0.0417 0.51
H -0.134883 3.424784 3.869713 0.0304 -0.0262 -0.0131 0.50
H -0.966536 5.251152 1.881113 0.0325 0.0184 -0.0134 0.56
H 1.300000 -2.146477 -5.029688 0.0012 -0.0086 -0.0046 0.47
H -2.296114 4.724474 -0.298324 0.0069 0.0049 -0.0027 0.93
H -0.022711 -3.210072 -3.180284 -0.0108 -0.0227 0.0247 0.25
H -0.982470 -3.904770 -0.199639 0.0057 0.0215 -0.0157 0.65
H 2.790524 4.522535 0.982066 -0.0295 -0.0087 0.0331 0.46
H -0.974252 -1.435671 2.930452 -0.0210 -0.0261 -0.0147 0.12
H -1.513903 -0.196804 4.824187 0.0128 0.0020 0.0368 0.32
H 0.940453 5.907270 0.434927 -0.0038 0.0086 -0.0342 0.76
H -2.915073 -5.410865 -0.729635 -0.0053 0.0087 -0.0012 0.48
H -0.386487 -3.086325 4.887202 -0.0017 0.0588 0.0189 0.36
H 2.841730 2.132252 0.791390 -0.0204 0.0046 0.0321 0.64
H 0.449534 0.085508 -4.773652 0.0442 0.0285 -0.0034 0.53
H 1.415244 0.650087 4.837198 0.0283 -0.0151 0.0176 0.27
H -4.514637 -0.142384 -3.255198 -0.0597 0.0389 0.1404 0.64
H -1.028670 5.630195 -2.623717 -0.0105 0.0031 0.0304 0.48
H -5.028297 -1.948062 -2.134957 0.0344 -0.0239 -0.0027 0.54
H 3.633789 -4.065466 3.852491 -0.0290 0.0411 -0.0235 0.49
H 6.004238 -4.022598 3.266045 -0.0225 -0.0041 -0.0067 0.39
H 6.492208 -3.244525 1.765053 -0.0190 0.0086 0.0032 0.39
H 6.057267 -4.948963 1.769065 -0.0304 0.0095 -0.0115 0.35
H 1.083620 1.765010 -3.616212 0.0251 0.0542 0.0251 0.58
H 0.731734 -1.072859 3.083123 0.0020 0.0300 0.0220 0.16
```
Forces are in eV/Å.

Below is a 2-piece molecular cluster, C4H8N2O overall, with properties calculated with ωB97M-V with the def2-TZVPD basis set.

energy relative to the best compared isomer or geometry (same formula, charge and spin)	565.2	kJ/mol
molar mass	100.1	g mol⁻¹
frontier orbital gap	6.8	eV
F_max	0.9	eV/A
electronic energy	-341.7884	a.u.

The geometry in XYZ format:
```
15
Properties=species:S:1:pos:R:3:forces:R:3:mulliken_charge:R:1
O -2.470629 0.148826 0.497336 0.3275 0.3590 -0.0823 -0.42
N 2.790968 0.055416 -2.067694 0.3278 0.0550 -0.1185 -0.52
N 0.183391 0.245839 0.228018 -0.2392 0.0357 -0.4282 -0.26
C -1.709461 0.201823 -0.602906 0.4154 0.0049 0.4158 -0.06
C 0.900245 -0.179177 1.453030 -0.1767 -0.0601 -0.0471 -0.89
C 1.786663 -0.240841 -1.577761 -0.7528 -0.1299 0.4255 0.22
C 0.489475 -0.480686 -1.022354 0.1377 0.0562 -0.1824 -0.65
H 0.346169 1.240635 0.074029 -0.0683 -0.2588 -0.0080 0.32
H -1.551030 1.159631 -1.106459 0.0419 -0.3203 0.2501 0.27
H -1.900991 -0.657494 -1.240306 0.2556 0.2193 0.2389 0.38
H 0.184750 -1.523977 -0.970706 0.1126 0.1818 0.0087 0.34
H 0.687621 0.507328 2.284763 0.0421 -0.1522 -0.1959 0.33
H 1.986728 -0.211172 1.265212 -0.3141 0.0351 -0.0266 0.30
H 0.562670 -1.185774 1.722351 0.0767 0.2228 -0.0444 0.28
H -2.286568 0.919622 1.063446 -0.1861 -0.2485 -0.2055 0.35
```
Forces are in eV/Å.

Below is a single C5H9N molecule, with properties calculated with ωB97M-V with the def2-TZVPD basis set.

energy relative to the best compared isomer or geometry (same formula, charge and spin)	387.6	kJ/mol
molar mass	83.1	g mol⁻¹
SMILES string	C/C=C/N1CC1
frontier orbital gap	10.3	eV
F_max	6.0	eV/A
electronic energy	-250.5193	a.u.

The geometry in XYZ format:
```
15
Properties=species:S:1:pos:R:3:forces:R:3:mulliken_charge:R:1
N 1.242735 -0.674486 -0.543616 0.8643 2.3608 -0.8545 -0.44
C 2.103275 -0.290153 0.542235 0.3346 1.9606 -1.0524 -0.45
C -1.009298 0.271194 -0.033279 -4.2599 -1.8618 -0.2776 -0.35
C -2.562733 -0.171091 0.200672 0.9948 1.2126 -1.7785 -1.12
C -0.198239 -0.698106 -0.328601 2.7653 -3.5658 -0.4937 0.16
C 1.975027 0.853279 -0.481100 1.2507 -5.8144 -1.0969 -0.41
H -2.717854 -0.566319 1.175817 0.0148 -0.2797 0.8242 0.27
H 3.112420 -0.724726 0.732118 -1.2868 0.0183 -0.1097 0.28
H 1.545860 0.261547 1.249464 -0.2122 -0.9471 2.5055 0.36
H -0.502748 -1.829691 -0.493354 0.1603 2.5038 0.7691 0.26
H -3.160292 0.728641 0.087734 -0.1280 0.2430 0.3375 0.33
H -3.069046 -0.856831 -0.541122 1.3052 0.3870 0.5510 0.32
H -0.810715 1.292835 -0.183725 0.3574 1.1119 0.3800 0.32
H 2.807273 0.898393 -1.216991 -1.3617 0.5874 0.3700 0.25
H 1.244342 1.505508 -0.166259 -0.7987 2.0835 -0.0739 0.21
```
Forces are in eV/Å.

Below is a 2-piece molecular cluster, C25H35N4O overall, with properties calculated with ωB97M-V with the def2-TZVPD basis set.

energy relative to the best compared isomer or geometry (same formula, charge and spin)	18.7	kJ/mol
molar mass	407.6	g mol⁻¹
net charge	+1
frontier orbital gap	6.2	eV
F_max	2.3	eV/A
electronic energy	-1267.6076	a.u.

The geometry in XYZ format:
```
65
Properties=species:S:1:pos:R:3:forces:R:3:mulliken_charge:R:1
O -0.991212 -3.891420 -3.025859 0.6303 1.3324 1.1099 -0.69
N -2.001402 3.494070 2.036448 -0.0208 0.0895 0.2682 -0.77
N 0.321648 -1.189690 -1.177415 -0.1907 2.1545 0.7440 0.58
N -0.592520 3.460040 2.379603 -0.3873 0.8090 -0.0394 0.64
N 0.760538 -3.350348 -1.639125 -0.4949 0.1153 -0.2010 0.22
C 1.412865 -4.640544 -1.686421 0.2453 -0.0710 0.0753 -0.93
C -5.348874 -3.225661 -3.597201 0.2453 0.1147 0.3208 -0.44
C 1.444845 1.842183 0.671538 -0.0494 -1.2170 -1.5248 -0.53
C 2.738731 -1.920158 -1.481527 -0.2144 0.1696 -0.3626 -1.60
C -4.055770 -3.220261 -1.540330 0.1015 -0.0312 -0.3925 -0.36
C 1.497048 -2.595907 0.564749 -0.3698 -0.0389 0.1106 -1.59
C 0.350905 0.065482 -0.703449 -0.4242 -1.3223 -0.8336 0.24
C -3.618395 -1.556479 -3.244658 -0.3215 -0.4466 -0.0476 -0.22
C -3.313217 -2.131043 -2.008003 -0.2287 -0.0259 -0.1988 0.50
C 4.802058 1.898079 2.414669 -0.3195 0.3519 -0.2287 -0.71
C -0.324064 4.789917 2.933925 -0.0217 -0.1410 -0.1663 -1.33
C 4.891638 3.256176 2.769140 -0.3973 -0.1256 -0.1130 -0.39
C 1.360696 0.560273 0.119471 0.7953 1.1177 1.1114 0.67
C 3.873673 4.147937 2.378552 0.4687 -0.1439 0.0070 -0.68
C 1.337213 -2.234743 -0.921235 0.7348 -0.6167 0.3909 0.17
C 2.629275 2.307136 1.349464 0.9309 0.3259 0.5853 0.48
C -0.408964 -3.094639 -2.295909 -0.4081 -1.2434 -0.9250 0.17
C 2.784709 3.689915 1.651817 -0.4603 -0.5011 -0.2583 -0.38
C -2.153999 -1.583373 -1.209125 -0.2415 -0.0360 0.5747 -0.49
C -2.190008 2.902483 0.733509 -0.2308 0.5354 -0.2694 -0.49
C 3.692977 1.432715 1.709984 -0.1147 0.3577 0.0848 -0.32
C -0.832313 -1.661840 -1.961208 0.2784 -0.3931 -0.8856 0.01
C -4.634197 -2.103925 -4.040773 0.1604 0.0671 0.2198 -0.72
C -0.463843 2.426033 3.386137 -0.0350 0.0642 0.5161 -0.96
C -5.053788 -3.787721 -2.344676 0.1043 0.3062 -0.0520 -0.60
H 0.720181 4.864820 3.233675 -0.0783 0.0693 0.1418 0.37
H 3.662083 0.379516 1.425531 0.0029 0.3107 0.2484 0.31
H 3.403816 -2.755751 -1.219299 -0.1926 0.3590 -0.1334 0.49
H 5.602692 1.207041 2.668816 -0.1699 0.1762 -0.0019 0.41
H 2.036888 4.387949 1.253627 0.2476 -0.2921 0.4300 0.52
H -0.999673 4.999661 3.785633 0.3290 -0.0216 -0.0983 0.37
H -2.334944 -0.529061 -0.951757 -0.0070 -0.1864 0.0239 0.30
H -0.465769 0.710995 -1.059646 0.3021 -0.3033 0.3326 0.75
H -3.265843 2.841575 0.557831 0.1035 -0.2185 -0.1618 0.40
H -2.057059 -2.144866 -0.268241 -0.0256 0.1757 -0.1398 0.37
H 0.787742 -5.321068 -2.263075 0.0259 0.1319 0.0493 0.39
H 0.624623 2.551626 0.532924 0.2472 -0.1110 0.0889 0.41
H 2.395760 -4.557202 -2.160943 -0.1562 -0.1052 -0.0146 0.30
H 1.546738 -5.032485 -0.672975 -0.0664 -0.0465 -0.1810 0.31
H -4.851983 -1.652223 -5.012599 0.0125 -0.2074 0.3588 0.37
H -1.743456 3.544987 -0.038100 0.0488 -0.3310 -0.2607 0.30
H 2.278019 -3.364461 0.643582 -0.3017 0.2439 0.0835 0.51
H -2.256806 4.484486 2.005830 -0.1650 -0.5593 -0.0876 0.29
H -1.737488 1.905592 0.705782 -0.2019 0.0914 0.0476 -0.08
H 3.148936 -1.001254 -1.055045 0.0372 -0.2250 -0.1508 0.35
H -0.826890 1.484083 2.973643 0.0676 -0.0299 0.0480 0.25
H -5.589420 -4.674616 -1.992524 0.1372 0.4021 -0.1502 0.37
H -3.812344 -3.639531 -0.558815 -0.1497 0.0302 -0.3809 0.32
H 3.955293 5.210164 2.624444 -0.0027 -0.3970 -0.1249 0.40
H 0.555137 -2.994289 0.964131 0.2328 0.1032 -0.0394 0.34
H 0.581626 2.318460 3.681567 0.0062 -0.0176 -0.0144 0.32
H 2.702599 -1.824251 -2.575049 0.0377 0.0269 0.2730 0.38
H 1.799377 -1.733431 1.161918 -0.0430 -0.3134 0.0082 0.43
H 2.171632 -0.124347 0.342867 -0.2672 0.3806 -0.1302 -0.97
H -0.535743 5.524332 2.141653 0.2740 -0.0878 0.2744 0.42
H -3.036730 -0.694131 -3.583632 -0.2975 -0.2381 -0.0551 0.32
H -6.142601 -3.652151 -4.216731 0.3491 0.1339 0.2115 0.37
H 5.757951 3.613634 3.340264 -0.4496 -0.1333 -0.2977 0.39
H -1.077268 2.679973 4.268244 0.1876 -0.2124 -0.1227 0.37
H -0.913331 -1.098465 -2.905626 0.1610 -0.1555 0.3055 0.39
```
Forces are in eV/Å.

- Which value of molar mass does entry 4 give?
  407.6 g mol⁻¹